No. 1
Entry from OMol25: a structure of composition C49H65BBaN12S6 in a non-equilibrium geometry (ωB97M-V/def2-TZVPD).

```
134
Properties=species:S:1:pos:R:3:forces:R:3
Ba -1.00626 -0.08828 -0.09169 1.95 1.11 0.01
C -4.78067 0.70960 -3.44040 0.02 0.01 0.02
C -5.21967 1.89413 -2.57515 0.06 -0.11 0.00
C -5.76902 1.36506 -1.25125 0.01 0.01 0.03
C -6.34846 2.68443 -3.25393 0.12 0.05 0.00
N -4.02937 2.79415 -2.43357 -0.28 0.23 -0.02
C -3.61819 3.56381 -3.52006 -0.12 -0.22 0.05
C -2.48802 4.18338 -3.16612 0.20 -0.01 0.12
N -2.17116 3.80182 -1.87736 -0.16 0.19 0.24
B -0.78156 4.23970 -1.33341 -0.03 -0.22 -0.02
N -0.69435 4.17438 0.22694 0.22 0.08 0.02
C -1.48025 5.07978 0.91485 -0.02 -0.15 -0.23
C -1.23378 4.94523 2.21947 0.13 -0.17 0.17
N -0.27627 3.94063 2.36508 0.12 0.16 0.06
C 0.05960 3.47296 1.11498 -0.44 0.16 0.07
S 1.16162 2.21404 0.74154 0.01 0.06 -0.10
C 0.34016 3.74413 3.72016 -0.01 -0.06 -0.01
C 1.42061 2.67163 3.78419 -0.06 0.10 -0.04
C -0.77221 3.34228 4.69625 0.01 -0.01 -0.04
C 0.97677 5.07740 4.13721 -0.08 0.00 -0.08
N 0.37856 3.49580 -2.04904 -0.01 0.08 -0.19
C 1.62746 4.08795 -2.01809 -0.23 -0.04 0.15
C 2.49079 3.27776 -2.63715 0.02 -0.24 -0.10
N 1.77443 2.16878 -3.08571 0.11 0.09 -0.18
C 0.46245 2.31131 -2.71749 0.23 0.13 0.33
S -0.82054 1.22390 -3.01888 -0.09 0.13 0.10
C 2.49852 1.05828 -3.78345 -0.04 -0.05 0.02
C 1.58746 0.06796 -4.50652 -0.04 0.01 -0.01
C 3.43080 1.68027 -4.83215 -0.03 0.09 0.06
C 3.30384 0.30812 -2.72130 0.03 -0.01 0.03
C -3.13081 2.95712 -1.41684 0.29 -0.14 -0.47
S -3.16913 2.21014 0.12144 0.10 0.12 0.08
H -5.62297 0.02963 -3.59326 0.03 0.02 0.01
H -3.97255 0.16236 -2.94643 -0.05 0.00 -0.04
H -4.42038 1.04366 -4.41640 -0.01 -0.02 0.04
H -6.71189 0.85930 -1.47295 0.01 0.00 -0.03
H -5.95999 2.16814 -0.54054 -0.02 -0.03 -0.01
H -5.08952 0.65762 -0.78292 -0.06 0.04 -0.02
H -7.26149 2.08795 -3.23707 0.05 0.01 -0.01
H -6.13129 2.91888 -4.29581 0.01 0.01 0.01
H -6.53449 3.61742 -2.71780 -0.02 -0.04 -0.02
H -4.13472 3.57098 -4.46141 -0.05 0.01 0.08
H -1.84547 4.83735 -3.73245 -0.05 -0.03 0.07
H -0.65224 5.41158 -1.62337 -0.03 -0.05 0.02
H -2.18303 5.71679 0.40341 0.09 -0.03 0.00
H -1.66236 5.46880 3.05390 0.05 -0.04 0.00
H 1.05398 1.69753 3.46956 0.03 0.06 0.03
H 1.73939 2.60485 4.82900 0.00 0.01 -0.03
H 2.28273 2.92468 3.17136 -0.08 0.02 0.07
H -1.05996 2.30140 4.53039 -0.01 0.05 -0.02
H -1.66252 3.96154 4.59958 0.01 0.03 0.02
H -0.40209 3.43549 5.71884 0.00 -0.04 -0.02
H 1.68888 5.39851 3.37469 0.00 0.00 0.03
H 1.51196 4.95169 5.08028 -0.04 -0.01 -0.03
H 0.23344 5.86449 4.26787 0.02 0.01 0.00
H 1.79251 5.02571 -1.51464 -0.04 -0.04 -0.05
H 3.55135 3.38215 -2.77302 -0.07 -0.03 -0.04
H 0.88495 0.57495 -5.16576 0.03 -0.01 -0.02
H 1.02076 -0.55024 -3.81395 0.03 0.02 -0.06
H 2.23064 -0.57791 -5.11020 0.02 0.01 0.04
H 2.86440 2.33017 -5.50227 0.03 -0.03 0.00
H 3.88245 0.88422 -5.42468 -0.01 0.01 0.04
H 4.24069 2.25990 -4.38848 -0.01 0.00 -0.02
H 2.62460 -0.14428 -1.99534 0.01 -0.01 -0.02
H 3.98975 0.97527 -2.19299 -0.03 -0.03 -0.02
H 3.88454 -0.48728 -3.19496 -0.02 0.02 0.02
C -3.39678 -4.38936 -4.55277 0.04 -0.01 0.07
C -2.83814 -2.97348 -4.66147 0.08 -0.08 0.13
N -1.60987 -2.78569 -3.90639 -0.23 -0.01 0.02
C -1.56415 -2.45906 -2.58913 0.00 -0.03 0.19
S 0.01954 -2.39917 -1.88879 -0.05 -0.04 -0.11
N -2.74725 -2.30248 -2.01081 -0.29 0.06 -0.42
N -2.78866 -1.75247 -0.77125 -0.62 -1.01 -0.10
C -3.87825 -1.90065 -0.09555 0.00 -0.13 -0.26
C -5.04411 -2.70897 -0.58448 -0.05 0.09 0.05
C -3.96164 -1.23001 1.22283 0.06 0.02 0.10
C -5.14574 -1.21472 1.95433 -0.09 0.00 0.01
C -5.19017 -0.53937 3.16326 0.01 0.01 0.02
C -4.05234 0.09626 3.63199 -0.09 -0.05 -0.03
C -2.91071 0.01580 2.85403 0.09 0.03 -0.05
N -2.86068 -0.62021 1.68980 -0.58 -0.18 0.46
H -4.38430 -4.45212 -5.01616 0.04 -0.01 -0.01
H -3.48759 -4.66367 -3.49927 -0.03 0.01 -0.07
H -2.74146 -5.11540 -5.04092 -0.03 0.04 0.03
H -3.56820 -2.26503 -4.27763 0.01 0.07 -0.01
H -2.63161 -2.71632 -5.70123 0.00 0.00 -0.03
H -0.73958 -3.10021 -4.29541 0.07 0.06 -0.04
H -4.80191 -3.13227 -1.55339 0.00 -0.01 -0.01
H -5.93777 -2.08514 -0.68427 0.02 -0.04 0.01
H -5.27177 -3.51775 0.11530 -0.02 0.05 0.00
H -6.02773 -1.71046 1.57525 0.01 0.00 0.01
H -6.11041 -0.50625 3.73323 0.01 -0.01 -0.02
H -4.04804 0.63995 4.56609 0.02 -0.01 0.00
H -1.98726 0.49420 3.17621 -0.09 -0.04 -0.04
S 0.07062 -3.63446 1.24470 0.04 -0.18 0.30
C 1.56158 -3.04163 1.59712 -0.22 -0.03 -0.27
N 2.68542 -3.34216 0.91570 0.05 0.09 0.13
C 3.96592 -2.82172 1.37517 -0.07 0.02 -0.03
C 3.99436 -2.87841 2.87813 -0.12 -0.05 0.06
N 2.88893 -2.06572 3.38322 -0.14 -0.27 0.04
C 3.15275 -1.27065 4.58109 0.07 0.09 -0.12
C 4.15066 -0.17099 4.30507 0.01 0.02 -0.04
C 5.30326 -0.03098 5.06791 0.01 0.01 -0.01
C 6.20329 0.99590 4.80142 -0.03 -0.03 0.01
C 5.95465 1.88429 3.76517 -0.01 -0.02 0.03
C 4.80176 1.74881 2.99939 0.04 -0.04 0.00
C 3.90348 0.72711 3.26741 0.02 -0.06 -0.04
C 1.71345 -2.04360 2.73439 0.37 0.32 -0.04
S 0.50785 -0.95967 3.07548 -0.11 -0.06 -0.05
C 2.69896 -4.22494 -0.25494 0.04 -0.03 0.06
C 3.28138 -5.58050 0.07126 -0.01 0.03 0.03
C 2.51329 -6.53064 0.74473 -0.01 0.02 0.04
C 3.05452 -7.76427 1.07521 0.01 0.04 -0.01
C 4.36879 -8.06631 0.73530 -0.03 0.03 -0.01
C 5.13700 -7.12853 0.06212 -0.01 -0.01 0.01
C 4.59331 -5.89239 -0.26711 0.03 -0.03 -0.02
H 4.10761 -1.78704 1.04635 0.02 0.01 -0.08
H 4.76245 -3.43332 0.95898 0.01 -0.06 -0.02
H 4.92610 -2.46219 3.25510 0.01 0.07 0.05
H 3.90545 -3.91422 3.21909 0.00 -0.01 0.04
H 3.50709 -1.93827 5.37020 0.07 -0.02 -0.04
H 2.20739 -0.83907 4.89283 -0.11 -0.02 0.06
H 5.49761 -0.72892 5.87622 0.01 0.03 -0.02
H 7.09961 1.09573 5.40127 -0.02 0.00 -0.01
H 6.65528 2.68402 3.55607 -0.03 -0.04 0.00
H 4.59780 2.44508 2.19440 -0.04 -0.03 0.00
H 2.99040 0.63532 2.68295 0.11 0.02 0.00
H 3.29609 -3.73573 -1.02755 0.00 0.03 -0.01
H 1.67761 -4.30837 -0.61593 -0.03 0.03 -0.03
H 1.48722 -6.29174 1.00403 0.05 0.00 -0.02
H 2.44652 -8.49471 1.59469 0.02 0.01 -0.02
H 4.78810 -9.03279 0.98555 -0.01 0.02 0.01
H 6.15877 -7.35952 -0.21226 -0.01 0.00 0.00
H 5.19689 -5.16965 -0.80798 -0.04 -0.01 0.01
```
Forces are in eV/Å.

Calculated values
net charge: 0
relative energy (zero: lowest compared OMol25 entry of this formula, charge and spin): 67.5 kJ/mol
DFT total energy: -136138.9578 eV
E_HOMO: -6.8 eV

---

No. 2
Entry from OMol25: the molecule C29H29N3O4 (ωB97M-V/def2-TZVPD).

```
65
Properties=species:S:1:pos:R:3:forces:R:3
O 4.47492 -0.46054 3.47141 0.28 -0.35 0.10
C 3.88096 0.47935 2.99350 0.22 0.57 -0.35
C 4.58135 1.54861 2.12988 0.10 0.03 0.58
O 4.18331 1.42073 0.76606 0.12 -0.20 -0.37
C 3.05360 2.00800 0.37370 -0.45 0.32 0.25
O 2.33607 2.65882 1.10532 0.18 0.05 -0.11
C 2.76619 1.73308 -1.04378 -0.31 0.00 -0.37
C 1.67494 2.23308 -1.62013 0.50 0.07 0.37
C 1.33801 1.98528 -3.05022 0.02 0.01 -0.08
O 2.18194 2.05018 -3.92476 0.27 -0.05 -0.04
N 0.02996 1.74314 -3.30779 -0.16 0.07 -0.13
C -0.39286 1.45272 -4.66069 0.20 -0.16 -0.42
C -0.73943 -0.03293 -4.81641 -0.02 0.27 -0.06
N -1.74102 -0.38441 -3.83440 0.07 0.26 -0.06
C -2.60040 -1.46015 -4.05761 -0.19 -0.23 -0.09
C -3.74214 -1.60109 -3.26274 0.04 -0.01 0.08
C -4.63780 -2.62701 -3.48402 0.01 -0.02 0.06
C -4.42916 -3.53506 -4.50918 -0.04 -0.12 -0.09
C -3.30896 -3.40001 -5.30878 -0.14 -0.10 0.01
C -2.40096 -2.38042 -5.08756 0.18 0.14 0.05
C -1.26946 -0.13193 -2.49121 -0.07 0.28 0.22
C -0.95755 1.35930 -2.32749 -0.12 -0.37 0.31
N 2.56450 0.70469 3.12270 -0.51 0.03 0.12
C 1.64114 -0.25850 3.69755 0.19 -0.10 0.11
C 0.82059 0.41650 4.76963 0.07 -0.06 0.14
C 0.86598 -0.02550 6.08391 0.01 -0.01 -0.16
C 0.12035 0.60958 7.06258 -0.06 0.04 0.11
C -0.67337 1.69518 6.73570 -0.02 -0.02 0.11
C -0.72102 2.14356 5.42597 -0.02 0.08 -0.10
C 0.02082 1.50764 4.44741 0.03 -0.06 0.09
C 0.78970 -0.87837 2.60184 -0.04 -0.02 -0.01
C 1.35255 -1.14012 1.35806 0.01 -0.01 0.02
C 0.60088 -1.71868 0.35207 0.06 -0.03 -0.07
C -0.72579 -2.04640 0.57459 -0.08 -0.04 -0.04
C -1.29044 -1.79722 1.81330 -0.10 -0.06 -0.04
C -0.53829 -1.21915 2.82161 0.06 -0.02 0.04
H 5.65771 1.37587 2.14545 -0.22 -0.01 0.03
H 4.33939 2.55096 2.49855 0.07 -0.11 -0.08
H 3.45571 1.09019 -1.56801 0.04 -0.04 -0.15
H 1.03851 2.90026 -1.05313 -0.06 -0.05 0.13
H 0.42093 1.72529 -5.33391 -0.14 -0.01 0.06
H -1.27723 2.05756 -4.88386 0.03 -0.05 -0.02
H -1.14184 -0.19059 -5.81713 0.06 -0.02 0.02
H 0.17987 -0.62951 -4.69790 -0.03 -0.01 -0.06
H -3.94002 -0.88839 -2.47588 -0.02 0.09 0.04
H -5.51280 -2.71235 -2.85604 -0.07 0.01 0.05
H -5.13210 -4.33543 -4.68198 -0.06 -0.07 -0.02
H -3.12913 -4.10206 -6.11000 0.02 -0.05 -0.06
H -1.52571 -2.31758 -5.71519 0.09 0.04 -0.04
H -0.34543 -0.70121 -2.29201 -0.06 0.00 0.05
H -2.01827 -0.43395 -1.76168 0.05 0.00 -0.01
H -1.86814 1.94236 -2.50385 0.04 -0.05 0.10
H -0.59610 1.54333 -1.31699 -0.04 0.02 -0.03
H 2.15826 1.52706 2.69231 0.23 -0.06 -0.03
H 2.26526 -1.04366 4.14454 -0.14 0.18 -0.03
H 1.48777 -0.87048 6.34159 0.08 -0.09 0.01
H 0.16170 0.25671 8.08240 0.00 -0.02 0.09
H -1.25364 2.19169 7.49920 -0.05 0.04 0.06
H -1.33877 2.99061 5.16637 -0.05 0.07 -0.02
H -0.02731 1.85493 3.42485 -0.04 0.05 -0.13
H 2.39189 -0.90707 1.17798 0.10 0.04 -0.02
H 1.05999 -1.92588 -0.60381 0.04 -0.02 -0.09
H -1.31169 -2.50563 -0.20827 -0.06 -0.04 -0.08
H -2.32179 -2.05834 1.99935 -0.09 -0.02 0.02
H -0.98614 -1.03660 3.78709 -0.06 0.03 0.06
```
Forces are in eV/Å.

Calculated values
net charge: 0
relative energy (zero: lowest compared OMol25 entry of this formula, charge and spin): 0.0 kJ/mol
DFT total energy: -43204.8705 eV
structure (SMILES): O=C(COC(=O)/C=C/C(=O)N1CCN(c2ccccc2)CC1)NC(c1ccccc1)c1ccccc1
E_HOMO: -8.1 eV

---

No. 3
Entry from OMol25: a structure of composition C2H3CeFO in a non-equilibrium geometry (ωB97M-V/def2-TZVPD).

```
8
Properties=species:S:1:pos:R:3:forces:R:3
Ce -0.42712 -0.81711 -1.53023 0.36 2.97 5.32
O 0.19722 0.92541 -0.09658 0.26 0.35 -3.81
C -1.04583 1.06244 0.48437 1.72 -1.74 2.69
C -1.35968 -0.18532 0.91435 -2.44 -0.73 -2.27
H -1.11498 1.96572 1.11017 -0.87 0.30 -1.04
H -2.23539 -0.29580 1.55703 0.07 -0.36 -0.04
F 1.79687 -0.30540 1.14915 -3.81 2.20 0.72
H 0.76169 0.43979 1.23398 4.71 -3.01 -1.57
```
Forces are in eV/Å.

Calculated values
expectation value of S²: 0.760
net charge: +1
relative energy (zero: lowest compared OMol25 entry of this formula, charge and spin): 121.0 kJ/mol
DFT total energy: -19803.1626 eV
E_HOMO (spin up / spin down): -12.7 / -12.8 eV
multiplicity: 2

---

No. 4
Entry from OMol25: a structure of composition C4H10AlBrCl5FN3Na2O2P2 in a non-equilibrium geometry (ωB97M-V/def2-TZVPD).

```
31
Properties=species:S:1:pos:R:3:forces:R:3
N 3.39816 -0.68601 -3.19049 -0.85 -0.03 -0.55
P 2.78210 0.83111 -3.46228 1.23 1.82 1.67
O 4.00452 1.55864 -4.45034 -1.19 0.13 -0.61
N 1.49366 0.65432 -4.51584 -0.85 -0.33 0.41
P 0.07083 0.52774 -3.84127 0.93 -2.61 -3.32
O 0.07204 1.03739 -2.22550 -1.52 -0.41 -1.44
Br -0.47289 -1.60844 -3.74837 -0.08 0.44 1.12
H 3.85652 -0.76770 -2.29597 0.05 -0.11 0.14
H 2.76358 -1.45138 -3.37346 0.32 -0.38 -0.24
H 3.68816 1.49142 -5.37118 0.54 -0.24 -0.31
H -0.19460 1.97045 -2.18342 0.31 0.33 0.12
C 0.41797 -0.47948 0.94841 0.25 -0.13 0.17
Cl 1.86008 -1.48639 0.90837 -0.04 0.07 -0.02
Cl -1.06776 -1.46172 0.82420 0.04 0.18 -0.10
H 0.38458 0.05936 1.88742 -0.05 -0.07 0.07
H 0.46766 0.21747 0.12193 -0.04 0.00 -0.09
C 1.37489 -0.08630 5.68546 0.07 -1.49 -1.07
Cl 1.22387 1.48413 4.82967 -0.16 -0.11 -1.33
Cl 0.76649 -1.39176 4.69635 -0.02 0.16 0.14
Cl 3.04858 -0.36359 6.16171 -0.07 0.11 0.08
H 0.76891 -0.04512 6.59269 -0.32 -1.00 -0.66
Na 1.34072 1.55949 7.12455 0.54 2.34 3.06
Na -1.88949 -0.09265 -1.42258 -0.87 -0.31 0.47
C -5.86197 -1.11547 2.00055 -0.10 0.00 0.03
C -5.07024 -0.33368 1.06592 -0.25 -0.17 0.26
N -4.44720 0.28639 0.33375 0.82 0.09 -0.57
H -5.43701 -2.11178 2.09920 -0.01 -0.03 0.00
H -5.86805 -0.62913 2.97323 -0.02 0.02 0.02
H -6.88358 -1.19720 1.63583 -0.03 -0.01 0.00
F -1.03152 -0.07088 -5.80274 1.24 2.00 2.60
Al 4.44098 3.70074 -4.00581 0.14 -0.25 -0.03
```
Forces are in eV/Å.

Calculated values
net charge: +3
DFT total energy: -182229.1361 eV
E_HOMO: -16.8 eV